[1]
Computed, not measured: a structure of composition C46H48AsGaN3O at a distorted geometry, with ωB97M-V/def2-TZVPD.

Total charge ... -1
E_tot ... -168207.0777 eV
Highest occupied orbital energy (spin up / spin down) ... -2.63 / -2.63 eV
Energy above the lowest of the compared OMol25 structures with the same formula, charge and spin ... 0.000 eV

Cartesian coordinates (Å):
Ga 1.205 0.239 -0.909
N 4.313 2.437 -2.583
N -1.108 1.640 -3.093
C -1.238 -0.391 2.214
C -1.021 1.018 2.229
C 0.346 1.263 2.027
C 1.049 2.557 2.143
H 0.350 3.378 2.326
H 1.617 2.820 1.239
H 1.762 2.545 2.981
C 0.993 -0.009 1.865
C 2.398 -0.262 2.244
H 2.442 -0.327 3.343
H 3.066 0.552 1.961
H 2.770 -1.210 1.843
C -0.015 -1.030 1.960
C 0.240 -2.483 1.982
H 1.101 -2.754 1.363
H -0.626 -3.054 1.627
H 0.442 -2.833 3.007
C -2.023 2.051 2.546
H -2.116 2.221 3.629
H -3.016 1.772 2.186
H -1.752 3.011 2.093
C -2.505 -1.059 2.561
H -2.581 -2.035 2.073
H -3.355 -0.452 2.238
H -2.614 -1.225 3.646
C 4.689 2.590 -3.789
H 5.283 3.462 -4.091
C 4.311 1.668 -4.799
H 4.827 1.691 -5.761
C 3.350 0.708 -4.494
H 2.991 -0.033 -5.238
C 2.835 0.742 -3.187
H 1.906 0.145 -2.983
C 3.416 1.527 -2.172
C 3.275 1.302 -0.700
H 2.919 2.215 -0.221
C -0.985 0.775 -2.148
C -2.354 1.933 -3.388
H -2.525 2.794 -3.964
C -3.146 1.068 -2.755
H -4.173 0.912 -2.996
N -2.363 0.360 -1.927
C -3.054 -0.532 -0.979
C -4.256 -0.001 -0.430
C -5.283 -0.835 0.041
H -6.243 -0.406 0.376
C -5.091 -2.227 0.087
C -6.207 -3.129 0.595
H -5.816 -4.096 0.967
H -6.956 -3.348 -0.193
H -6.750 -2.634 1.420
C -3.884 -2.765 -0.365
H -3.698 -3.838 -0.334
C -2.868 -1.942 -0.916
C -1.619 -2.521 -1.451
H -1.435 -2.281 -2.501
H -1.689 -3.607 -1.395
H -0.733 -2.233 -0.879
C -4.463 1.465 -0.344
H -4.672 1.947 -1.305
H -3.604 1.977 0.098
H -5.334 1.661 0.286
O 2.233 -1.461 -0.676
As 3.880 -1.886 -1.145
C 5.212 -0.486 -0.999
C 4.723 0.760 -0.369
C 5.706 1.887 -0.379
C 6.863 1.821 -1.074
C 7.256 0.633 -1.706
C 6.429 -0.503 -1.645
C 4.544 -3.122 0.200
C 5.252 -2.595 1.289
C 5.908 -3.454 2.179
C 5.873 -4.837 1.974
C 5.163 -5.360 0.889
C 4.505 -4.512 -0.012
C 3.557 -2.734 -2.858
C 4.417 -2.550 -3.953
C 4.181 -3.251 -5.142
C 3.067 -4.083 -5.269
C 2.197 -4.242 -4.187
C 2.442 -3.579 -2.980
H 4.195 0.561 0.550
H 5.345 2.782 0.098
H 7.456 2.707 -1.205
H 8.160 0.608 -2.310
H 6.727 -1.399 -2.183
H 5.323 -1.512 1.429
H 6.443 -3.036 3.029
H 6.392 -5.503 2.664
H 5.112 -6.438 0.738
H 3.970 -4.916 -0.874
H 5.259 -1.861 -3.882
H 4.871 -3.140 -5.978
H 2.870 -4.604 -6.208
H 1.322 -4.884 -4.270
H 1.772 -3.715 -2.128

Results of the Mulliken charge analysis, in e, for atoms 1 through 99: Ga 1.03; N -0.36; N -0.37; C 0.75; C 0.99; C -0.57; C -1.47; H 0.48; H 0.04; H 0.25; C 2.35; C -1.67; H 0.38; H 0.65; H 0.06; C -0.03; C -1.61; H -0.06; H 0.41; H 0.32; C -1.95; H 0.28; H 0.38; H 0.40; C -1.62; H 0.29; H 0.31; H 0.35; C -0.54; H 0.38; C -0.56; H 0.35; C -0.72; H 0.43; C 0.07; H 0.04; C -0.60; C -0.28; H 0.91; C -0.42; C -1.40; H 0.47; C -0.09; H 0.66; N 0.85; C 0.41; C 0.87; C -1.12; H 0.29; C 1.09; C -1.64; H 0.36; H 0.30; H 0.37; C -1.38; H 0.28; C 1.26; C -1.10; H 0.46; H 0.42; H -0.26; C -1.93; H 0.46; H 0.26; H 0.42; O 0.47; As 1.52; C 0.16; C 1.35; C -0.79; C -0.48; C -1.19; C -0.37; C 0.38; C 0.04; C -0.88; C -0.46; C -0.66; C -0.57; C 0.50; C -0.55; C -0.67; C -0.48; C -0.80; C -0.60; H -1.38; H 0.32; H 0.40; H 0.31; H 0.44; H 0.29; H 0.40; H 0.36; H 0.37; H 0.35; H 0.27; H 0.39; H 0.37; H 0.39

[2]
Computed, not measured: a structure of composition C46H48N2O3P at a distorted geometry, with ωB97M-V/def2-TZVPD.

Total charge ... +1
E_tot ... -66885.5996 eV
Highest occupied orbital energy ... -9.92 eV

Cartesian coordinates (Å):
C 2.943 -5.494 2.188
N 1.993 -4.707 1.451
C 1.037 -5.322 0.688
O 0.965 -6.523 0.429
C 0.074 -4.250 0.220
C -1.345 -4.507 0.737
C -1.387 -4.631 2.242
C -1.035 -5.839 2.856
C -1.064 -5.961 4.246
C -1.466 -4.879 5.036
C -1.854 -3.684 4.423
C -1.825 -3.562 3.031
N 0.681 -3.029 0.731
C 0.206 -1.824 0.387
C 0.649 -0.633 0.964
C 0.258 0.631 0.602
C 0.585 1.723 1.474
C -0.331 2.777 1.740
C 0.000 3.827 2.585
C 1.235 3.845 3.244
C 2.148 2.803 3.029
C 1.853 1.785 2.131
C 1.821 -3.283 1.648
C 1.518 -2.965 3.134
C 2.881 -2.726 3.777
C 3.896 -2.451 2.640
C 3.144 -2.540 1.313
H 2.955 -6.492 1.740
H 3.936 -5.039 2.116
H 2.659 -5.590 3.249
H 0.080 -4.234 -0.884
H -2.011 -3.705 0.389
H -1.663 -5.457 0.280
H -0.741 -6.687 2.230
H -0.780 -6.911 4.703
H -1.499 -4.979 6.124
H -2.191 -2.838 5.024
H -2.135 -2.635 2.541
H -0.573 -1.813 -0.379
H 1.343 -0.752 1.803
H -0.341 0.841 -0.431
H -1.323 2.729 1.286
H -0.713 4.639 2.740
H 1.480 4.656 3.930
H 3.100 2.783 3.565
H 2.596 1.014 1.913
H 0.880 -2.075 3.196
H 0.958 -3.798 3.581
H 2.844 -1.882 4.480
H 3.183 -3.614 4.349
H 4.353 -1.462 2.775
H 4.710 -3.187 2.669
H 3.689 -3.087 0.533
H 2.924 -1.542 0.926
C -2.292 -3.173 -2.775
C -1.668 -1.898 -3.263
O -1.738 -0.948 -2.158
C -1.121 0.214 -2.472
C -1.155 1.224 -1.360
P -0.870 2.842 -2.065
C 0.863 3.047 -2.552
C 1.216 3.353 -3.877
C 2.555 3.536 -4.226
C 3.562 3.331 -3.279
C 3.221 2.966 -1.973
C 1.881 2.840 -1.607
C -1.868 3.260 -3.528
C -1.785 4.590 -3.989
C -2.486 4.997 -5.126
C -3.289 4.078 -5.810
C -3.408 2.767 -5.339
C -2.724 2.364 -4.189
C -1.343 4.202 -0.958
C -0.441 5.217 -0.597
C -0.886 6.312 0.145
C -2.226 6.415 0.524
C -3.131 5.415 0.157
C -2.694 4.312 -0.576
O -0.614 0.374 -3.584
H -2.448 -3.843 -3.623
H -1.633 -3.683 -2.064
H -3.262 -3.005 -2.297
H -0.618 -2.047 -3.539
H -2.216 -1.491 -4.123
H -2.149 1.218 -0.896
H 0.439 3.451 -4.634
H 2.807 3.829 -5.245
H 4.609 3.446 -3.561
H 3.996 2.780 -1.228
H 1.619 2.567 -0.583
H -1.171 5.320 -3.452
H -2.395 6.029 -5.468
H -3.826 4.389 -6.707
H -4.033 2.042 -5.863
H -2.854 1.344 -3.829
H 0.606 5.151 -0.899
H -0.174 7.091 0.428
H -2.563 7.270 1.114
H -4.181 5.494 0.440
H -3.408 3.546 -0.888

Results of the Mulliken charge analysis, in e, for atoms 1 through 99: C -0.99; N 0.38; C -0.42; O -0.68; C 0.58; C -1.23; C 0.22; C -0.20; C -0.75; C -0.49; C -0.73; C -0.12; N 0.37; C 0.11; C -0.67; C 0.83; C -0.05; C -0.29; C -0.52; C -0.61; C -0.87; C 0.00; C 0.11; C -0.52; C -0.86; C -0.75; C -1.07; H 0.45; H 0.27; H 0.24; H 0.39; H 0.54; H 0.66; H 0.42; H 0.42; H 0.39; H 0.40; H 0.41; H 0.52; H 0.21; H -1.29; H 0.56; H 0.47; H 0.42; H 0.42; H 0.52; H 0.29; H 0.16; H 0.40; H 0.40; H 0.44; H 0.37; H 0.44; H 0.37; C -0.79; C -0.43; O -0.33; C 0.02; C 0.48; P 1.99; C 0.30; C -0.76; C -0.74; C -0.60; C -0.76; C -0.15; C 0.01; C -0.43; C -0.67; C -0.57; C -0.65; C -0.51; C 0.23; C 0.16; C -0.76; C -0.53; C -0.70; C -0.22; O -0.60; H 0.49; H -0.10; H 0.26; H 0.29; H 0.43; H 0.79; H 0.43; H 0.42; H 0.39; H 0.46; H 0.16; H 0.41; H 0.41; H 0.39; H 0.42; H 0.21; H 0.39; H 0.43; H 0.41; H 0.44

[3]
Computed, not measured: a structure of composition C46H48N3OP2V, with ωB97M-V/def2-TZVPD.

Total charge ... 0
E_tot ... -99264.4831 eV
Highest occupied orbital energy (spin up / spin down) ... -6.20 / -4.96 eV
Energy above the lowest of the compared OMol25 structures with the same formula, charge and spin ... 0.000 eV
Multiplicity ... 3

Cartesian coordinates (Å):
V -0.611 0.004 -0.202
C -1.115 5.614 4.768
C -1.002 5.715 3.387
C -1.047 4.574 2.605
C -1.205 3.319 3.194
C -1.336 3.229 4.576
C -1.284 4.372 5.361
P -1.284 1.860 2.107
C -2.200 0.646 3.115
C -3.568 0.808 3.328
C -4.269 -0.108 4.097
C -3.611 -1.193 4.660
C -2.251 -1.359 4.452
C -1.551 -0.443 3.680
C -2.404 2.284 0.792
C -3.393 3.264 0.880
C -4.293 3.401 -0.161
C -4.194 2.545 -1.253
C -3.198 1.580 -1.311
C -2.245 1.412 -0.292
H -1.080 6.505 5.380
H -0.879 6.684 2.921
H -0.959 4.650 1.528
H -1.483 2.263 5.043
H -1.380 4.291 6.436
H -4.091 1.640 2.875
H -5.332 0.020 4.248
H -4.161 -1.912 5.252
H -1.736 -2.206 4.888
H -0.493 -0.569 3.504
H -3.466 3.910 1.748
H -5.066 4.157 -0.122
H -4.905 2.635 -2.067
H -3.177 0.927 -2.177
N 0.738 -2.345 2.248
C 1.538 -3.237 1.560
C 1.994 -4.375 2.242
C 2.820 -5.292 1.634
C 3.219 -5.106 0.313
C 2.770 -3.993 -0.365
C 1.942 -3.034 0.232
P 1.334 -1.643 -0.806
C 0.873 -2.644 -2.282
C 1.672 -2.763 -3.415
C 1.302 -3.610 -4.454
C 0.132 -4.347 -4.368
C -0.677 -4.225 -3.245
C -0.311 -3.379 -2.211
C 2.888 -0.857 -1.389
C 4.167 -1.152 -0.933
C 5.262 -0.431 -1.397
C 5.093 0.584 -2.323
C 3.817 0.895 -2.775
C 2.724 0.189 -2.302
H 0.170 -2.771 2.966
H 0.198 -1.708 1.670
H 1.680 -4.521 3.268
H 3.150 -6.162 2.187
H 3.858 -5.825 -0.179
H 3.058 -3.858 -1.402
H 2.598 -2.207 -3.486
H 1.938 -3.699 -5.326
H -0.152 -5.015 -5.172
H -1.594 -4.794 -3.172
H -0.946 -3.285 -1.338
H 4.315 -1.931 -0.197
H 6.251 -0.666 -1.026
H 5.949 1.141 -2.682
H 3.673 1.699 -3.486
H 1.722 0.453 -2.624
C -1.668 -1.266 -5.375
C -1.089 0.054 -4.852
C 0.296 0.312 -5.457
C -2.038 1.221 -5.154
C -0.943 -0.046 -3.394
N -0.821 -0.096 -2.252
H -1.789 -1.198 -6.457
H -2.641 -1.466 -4.928
H -1.002 -2.097 -5.148
H 0.204 0.386 -6.541
H 0.980 -0.503 -5.220
H 0.718 1.245 -5.083
H -2.123 1.343 -6.234
H -1.664 2.151 -4.726
H -3.031 1.028 -4.747
O -2.477 -2.293 0.596
C -1.757 -1.447 0.246
C 1.854 2.983 1.953
C 1.420 1.516 2.100
C 2.439 0.677 1.341
C 1.503 1.111 3.577
N 0.088 1.298 1.486
H 2.923 3.077 2.148
H 1.336 3.635 2.653
H 1.657 3.327 0.937
H 3.433 0.826 1.766
H 2.468 0.971 0.291
H 2.200 -0.385 1.418
H 2.468 1.419 3.984
H 1.432 0.028 3.682
H 0.725 1.584 4.178

Results of the Mulliken charge analysis, in e, for atoms 1 through 99: V 0.35; C -0.64; C -0.84; C -0.24; C 0.47; C -0.43; C -0.81; P 1.47; C 0.42; C -0.55; C -0.70; C -0.73; C -0.93; C 0.79; C 1.20; C -0.59; C -1.03; C -1.01; C 0.03; C -1.16; H 0.39; H 0.43; H 0.53; H 0.41; H 0.44; H 0.35; H 0.42; H 0.38; H 0.42; H -0.25; H 0.46; H 0.42; H 0.40; H 0.37; N 0.30; C -0.33; C -0.53; C -0.79; C -1.02; C -0.29; C 0.65; P 1.95; C 0.98; C -0.37; C -0.64; C -0.85; C -0.56; C -0.78; C -0.27; C -0.93; C -0.82; C -0.73; C -0.82; C -0.01; H 0.27; H -0.88; H 0.44; H 0.39; H 0.43; H 0.43; H 0.47; H 0.42; H 0.34; H 0.46; H 0.27; H 0.50; H 0.41; H 0.38; H 0.44; H 0.07; C -1.40; C 2.18; C -1.55; C -1.79; C -0.45; N 0.10; H 0.45; H 0.39; H 0.16; H 0.48; H 0.17; H 0.38; H 0.45; H 0.37; H 0.40; O -0.56; C 0.14; C -1.81; C 1.49; C -2.59; C -1.58; N 1.51; H 0.49; H 0.42; H 0.30; H 0.60; H 0.34; H 0.60; H 0.53

[4]
Computed, not measured: a structure of composition C46H49BF9Ge2N3OsPSe2, with ωB97M-V/def2-TZVPD.

Total charge ... +1
E_tot ... -333580.0062 eV
Highest occupied orbital energy (spin up / spin down) ... -11.00 / -11.00 eV
Energy above the lowest of the compared OMol25 structures with the same formula, charge and spin ... 0.000 eV

Cartesian coordinates (Å):
Os 0.358 -0.948 0.143
C 2.992 3.589 0.146
C 2.781 2.080 0.317
Ge 0.851 1.724 0.370
C -0.107 2.852 -0.938
C -0.545 4.210 -0.382
C 0.281 2.459 2.111
C -0.353 1.942 3.164
Ge -0.761 0.031 3.141
C 0.904 -1.001 3.320
C 1.474 -0.794 4.732
C -2.314 -0.631 4.130
C -2.317 -0.429 5.649
C -0.754 2.790 4.321
C -0.441 2.434 5.633
C -0.791 3.258 6.691
C -1.476 4.442 6.453
C -1.804 4.800 5.154
C -1.443 3.980 4.095
H 4.057 3.825 0.166
H 2.517 4.168 0.940
H 2.594 3.943 -0.808
H 3.224 1.721 1.246
H 3.269 1.539 -0.484
H -0.983 2.307 -1.291
H 0.542 2.996 -1.802
H -1.281 4.101 0.417
H -1.000 4.810 -1.172
H 0.295 4.781 0.017
H 0.545 3.516 2.193
H 1.632 -0.639 2.590
H 0.735 -2.061 3.129
H 1.681 0.259 4.930
H 2.418 -1.330 4.832
H 0.799 -1.163 5.504
H -2.390 -1.695 3.890
H -3.187 -0.151 3.684
H -1.433 -0.855 6.124
H -3.188 -0.916 6.088
H -2.359 0.626 5.907
H 0.097 1.514 5.824
H -0.527 2.979 7.703
H -1.754 5.082 7.280
H -2.344 5.718 4.965
H -1.702 4.249 3.078
C 0.391 -5.820 -1.774
N -0.721 -5.165 -1.092
C -0.624 -4.167 -0.206
Se 0.942 -3.381 0.485
N -1.866 -3.830 0.177
C -2.802 -4.617 -0.479
C -4.188 -4.646 -0.449
C -4.804 -5.570 -1.273
C -4.065 -6.432 -2.095
C -2.681 -6.403 -2.120
C -2.068 -5.475 -1.289
H 1.312 -5.319 -1.494
H 0.252 -5.741 -2.852
H 0.438 -6.868 -1.483
H -2.039 -3.051 0.797
H -4.761 -3.973 0.176
H -5.884 -5.625 -1.289
H -4.590 -7.139 -2.722
H -2.112 -7.072 -2.751
B 5.121 -0.890 0.029
C 3.564 -0.915 0.152
N 2.407 -0.920 0.137
H 5.394 -1.897 -0.600
H 5.379 0.122 -0.591
H 5.594 -0.904 1.141
Se -1.615 0.007 0.834
F 3.834 -4.313 -6.687
C 3.640 -4.797 -5.453
F 4.836 -5.064 -4.921
F 2.987 -5.971 -5.586
C 2.837 -3.847 -4.604
C 3.179 -3.612 -3.286
C 2.374 -2.796 -2.498
C 1.229 -2.214 -3.025
C 0.941 -2.399 -4.383
C 1.725 -3.226 -5.163
P 0.207 -1.011 -2.089
C -1.512 -1.392 -2.568
C -1.886 -2.649 -3.030
C -3.217 -2.943 -3.282
C -4.188 -1.981 -3.059
C -3.835 -0.728 -2.579
C -2.503 -0.442 -2.328
C -5.633 -2.334 -3.295
F -5.789 -3.022 -4.434
F -6.106 -3.112 -2.299
F -6.413 -1.250 -3.356
C 0.701 0.472 -3.023
C -0.078 1.104 -3.984
C 0.425 2.197 -4.678
C 1.705 2.651 -4.410
C 2.508 1.996 -3.483
C 2.008 0.902 -2.802
C 2.263 3.836 -5.156
F 1.290 4.617 -5.647
F 3.025 3.445 -6.189
F 3.030 4.594 -4.358
H 4.072 -4.053 -2.864
H 2.666 -2.619 -1.477
H 0.104 -1.888 -4.842
H 1.487 -3.376 -6.208
H -1.142 -3.412 -3.204
H -3.494 -3.927 -3.639
H -4.596 0.018 -2.397
H -2.241 0.526 -1.922
H -1.074 0.753 -4.214
H -0.184 2.696 -5.419
H 3.518 2.338 -3.297
H 2.645 0.377 -2.105

Results of the Mulliken charge analysis, in e, for atoms 1 through 99: Os 1.03; C -1.25; C -0.14; Ge 0.26; C 0.99; C -1.40; C -1.29; C 0.68; Ge 0.33; C 0.10; C -1.46; C -0.49; C -1.12; C -0.42; C -0.12; C -0.89; C -0.46; C -0.80; C -0.29; H 0.43; H 0.30; H 0.22; H 0.57; H -0.02; H -0.14; H -0.20; H 0.32; H 0.45; H 0.28; H 0.81; H 0.22; H 0.19; H 0.33; H 0.44; H 0.35; H 0.40; H 0.45; H 0.24; H 0.42; H 0.30; H 0.41; H 0.42; H 0.41; H 0.42; H 0.42; C -1.15; N 0.34; C -0.48; Se -0.17; N 0.47; C 0.61; C -0.84; C -0.55; C -0.79; C -0.65; C 0.69; H 0.28; H 0.41; H 0.42; H -0.07; H 0.49; H 0.44; H 0.42; H 0.50; B 0.74; C -0.89; N 0.09; H -0.15; H -0.12; H -0.14; Se -0.72; F -0.26; C 0.76; F -0.27; F -0.26; C 0.52; C -1.14; C -0.52; C 0.95; C -0.80; C -1.21; P 1.61; C -0.63; C -1.13; C -0.79; C 0.07; C -1.06; C -0.25; C 0.58; F -0.27; F -0.20; F -0.28; C 1.70; C -0.50; C -1.05; C 0.16; C -0.92; C -1.16; C 0.79